Entry from the OMol25 dataset: the molecule C4H5NO2 (ωB97M-V/def2-TZVPD).

Geometry (Å):
C (-1.477, -0.139, -0.489)
C (0.012, 0.197, -0.776)
C (0.196, 1.205, 0.100)
O (1.028, 0.892, 1.103)
C (1.562, -0.379, 0.814)
O (2.361, -0.909, 1.525)
N (0.987, -0.756, -0.368)
H (-1.706, -1.125, -0.871)
H (-1.641, -0.158, 0.608)
H (-2.159, 0.615, -0.886)
H (-0.445, 2.068, 0.195)
H (1.378, -1.521, -0.904)

Summary:
Electronic energy, eV: -9812.4246
SMILES: Cc1coc(=O)[nH]1
Relative energy (zero: lowest compared OMol25 entry of this formula, charge and spin), kcal per mole: 43.6

Atom charges from the natural (NBO) analysis, given in e for atoms 1 to 8:
1. C -0.61
2. C -0.05
3. C 0.21
4. O -0.46
5. C 0.85
6. O -0.58
7. N -0.63
8. H 0.22